Record 1
This record from the OMol25 dataset describes an isolated ion of composition C8H15N2OS and charge +1 in a non-equilibrium geometry. The level of theory is wB97M-V/def2-TZVPD.

Output
E_HOMO (spin up / spin down) = -0.473 / -0.473 hartree
Net charge = +1
Energy relative to the best compared isomer or geometry (same formula, charge and spin) = 210.9 kcal/mol

```
27
Properties=species:S:1:pos:R:3:forces:R:3
C -1.976 -1.478 0.640 -1.380 0.681 1.213
C -0.004 -0.623 -0.099 -1.776 -1.291 3.481
C -0.723 1.115 0.943 -1.106 -1.147 -0.395
C 0.396 1.702 1.766 1.421 1.327 2.407
C -1.297 1.962 -0.159 -3.609 -0.946 0.880
C 2.065 0.411 -0.780 -3.111 1.303 2.373
C 1.535 -1.900 -1.502 0.417 -1.305 0.859
C 0.888 -0.528 -1.190 3.258 1.510 -2.124
N -2.842 -2.225 1.048 1.202 0.396 0.069
N -1.195 -1.294 -0.410 0.992 0.183 0.327
O -3.533 -2.804 1.769 -0.770 -0.485 0.079
S -2.016 0.355 1.856 1.021 -0.575 -0.555
H 0.439 -1.081 0.859 -0.520 0.974 -1.358
H 0.903 2.622 1.259 -0.490 -2.165 0.512
H 1.122 0.922 2.270 -1.166 1.543 -1.479
H -0.021 2.236 2.711 0.291 -0.988 -1.534
H -0.692 2.189 -0.941 2.100 0.196 -2.451
H -1.586 2.914 0.203 -0.019 1.281 0.956
H -2.353 1.643 -0.528 2.004 -0.174 0.387
H 1.904 1.490 -0.481 -0.711 -1.084 -0.802
H 2.864 0.447 -1.397 2.438 -0.497 -2.075
H 2.284 -0.005 0.178 1.174 -0.386 0.695
H 0.702 -2.578 -1.881 1.457 0.618 0.148
H 1.901 -2.357 -0.498 -0.324 0.596 -1.774
H 2.439 -1.770 -2.224 -1.858 -0.401 1.213
H 0.428 -0.284 -2.137 -0.521 0.733 -0.139
H -1.634 -1.082 -1.277 -0.416 0.104 -0.915
```
Positions in Å, forces in eV/Å.

=====

Record 2
This record from the OMol25 dataset describes a 13-piece molecular cluster, C46H129N11O13 overall in a non-equilibrium geometry. The level of theory is wB97M-V/def2-TZVPD.

Output
E_HOMO = -0.321 hartree
Net charge = 0
Energy relative to the best compared isomer or geometry (same formula, charge and spin) = 0.0 kcal/mol

```
199
Properties=species:S:1:pos:R:3:forces:R:3
C 15.866 -28.247 -11.852 0.571 -0.430 0.396
O 16.167 -27.630 -13.084 0.191 -0.129 -0.365
H 16.136 -29.306 -11.915 -0.384 -0.018 -0.398
H 16.506 -27.914 -11.027 -0.295 0.543 -0.075
H 14.810 -28.142 -11.599 0.016 0.000 0.180
H 16.202 -26.671 -12.958 -0.157 0.002 0.385
C 14.554 -19.483 -14.619 0.633 -0.569 -0.419
O 14.771 -18.159 -14.182 -0.142 0.058 0.226
H 13.660 -19.588 -15.239 -0.092 0.124 0.114
H 15.404 -19.851 -15.208 -0.090 0.081 -0.081
H 14.502 -20.175 -13.776 -0.249 0.270 0.193
H 15.424 -17.744 -14.748 -0.042 0.002 -0.032
C 20.511 -26.324 -9.530 0.424 -0.136 0.144
C 20.137 -25.817 -10.914 0.817 -0.900 -0.299
C 19.232 -24.636 -10.799 -0.478 0.122 0.867
O 18.835 -24.182 -12.074 -0.298 0.348 -0.185
C 19.099 -22.815 -12.315 0.634 0.014 -0.179
N 21.322 -25.445 -11.695 0.072 0.313 -0.147
H 20.855 -27.360 -9.555 -0.159 -0.025 -0.087
H 19.664 -26.260 -8.846 0.013 -0.070 0.040
H 21.354 -25.762 -9.121 -0.182 0.249 -0.020
H 19.637 -26.642 -11.443 -0.508 0.226 0.147
H 19.691 -23.841 -10.197 0.350 0.046 -0.370
H 18.367 -24.929 -10.186 -0.240 -0.043 -0.446
H 20.183 -22.658 -12.387 -0.054 0.108 0.103
H 18.707 -22.157 -11.533 -0.137 -0.075 0.009
H 18.674 -22.543 -13.281 -0.187 -0.080 0.054
H 20.997 -25.026 -12.561 0.028 0.142 0.053
H 21.812 -26.260 -12.048 -0.004 -0.153 0.338
C 14.909 -28.436 -16.669 -0.044 0.095 -0.911
C 14.168 -29.573 -15.976 0.911 0.459 0.381
C 14.032 -30.758 -16.895 1.007 -0.735 -0.194
O 13.455 -30.385 -18.120 -0.239 0.167 -0.201
C 13.372 -31.454 -19.042 -0.814 0.350 0.674
N 14.928 -30.040 -14.801 -0.411 -0.106 -0.087
H 15.217 -27.627 -16.007 -0.263 -0.049 0.241
H 14.298 -28.036 -17.484 0.003 0.206 0.125
H 15.823 -28.790 -17.160 -0.128 -0.223 0.337
H 13.180 -29.213 -15.678 -0.040 -0.178 0.193
H 13.577 -31.621 -16.385 -0.656 0.299 -0.176
H 15.048 -31.145 -17.120 0.030 0.276 0.115
H 14.322 -31.990 -19.098 -0.017 -0.130 -0.193
H 13.058 -31.036 -19.997 0.307 0.021 -0.135
H 12.552 -32.104 -18.714 0.296 -0.411 -0.108
H 15.293 -29.233 -14.302 -0.055 0.034 0.062
H 15.746 -30.528 -15.155 0.068 0.002 0.093
C 14.247 -20.512 -23.377 0.087 -0.939 1.369
C 13.192 -21.589 -23.064 -1.032 1.149 -0.839
C 12.214 -21.061 -22.025 0.471 0.238 0.432
O 11.437 -22.054 -21.396 0.076 0.169 0.029
C 12.174 -22.883 -20.512 -1.089 -0.281 -0.468
N 12.412 -21.864 -24.309 0.661 -0.749 0.443
H 14.561 -20.046 -22.434 0.009 0.070 -0.084
H 13.827 -19.743 -24.013 0.235 -0.102 -0.408
H 15.136 -21.043 -23.719 -0.044 0.544 -0.768
H 13.650 -22.513 -22.707 0.128 0.059 0.156
H 11.515 -20.369 -22.500 -0.015 -0.039 -0.085
H 12.774 -20.470 -21.282 -0.125 -0.196 0.162
H 12.751 -23.624 -21.075 0.337 0.126 0.167
H 11.388 -23.430 -19.987 0.267 -0.060 0.293
H 12.768 -22.306 -19.800 0.171 0.013 -0.091
H 11.425 -21.909 -24.075 0.001 0.030 0.040
H 12.654 -22.828 -24.531 -0.253 0.115 -0.448
C 24.178 -23.468 -15.997 0.002 0.479 -0.381
C 23.441 -24.391 -15.043 -0.151 -0.033 -0.215
C 22.057 -24.737 -15.598 0.561 0.002 0.470
O 21.433 -25.617 -14.683 -0.287 0.300 -0.066
C 20.049 -25.770 -14.961 0.226 -0.560 -0.408
N 24.247 -25.594 -14.776 -0.637 -0.328 0.368
H 24.758 -24.027 -16.733 -0.049 -0.102 0.044
H 24.862 -22.790 -15.486 0.096 -0.206 0.129
H 23.490 -22.822 -16.553 -0.062 -0.093 0.049
H 23.280 -23.872 -14.095 0.085 -0.095 0.073
H 22.194 -25.204 -16.585 -0.283 0.016 -0.050
H 21.452 -23.827 -15.681 0.024 0.013 -0.251
H 19.600 -24.834 -15.299 0.028 0.011 0.133
H 19.546 -26.143 -14.071 0.025 0.106 0.092
H 19.928 -26.513 -15.759 -0.157 0.088 -0.041
H 24.028 -26.282 -15.498 0.311 0.231 -0.254
H 23.807 -26.044 -13.974 0.289 0.133 0.133
C 14.999 -22.559 -11.355 -0.788 0.261 -0.174
C 15.186 -24.012 -10.942 1.069 -0.036 -0.062
C 13.928 -24.729 -10.525 -0.259 0.355 -0.096
O 14.259 -25.912 -9.850 0.160 -0.197 0.005
C 13.116 -26.622 -9.457 -0.166 0.355 0.640
N 15.892 -24.787 -11.959 0.098 -0.189 -0.463
H 15.932 -22.170 -11.761 0.101 0.086 0.255
H 14.644 -21.941 -10.524 0.241 0.051 0.013
H 14.258 -22.417 -12.154 -0.006 -0.325 0.001
H 15.833 -23.991 -10.054 -0.038 -0.101 -0.011
H 13.328 -24.937 -11.428 -0.079 -0.067 0.107
H 13.337 -24.093 -9.847 -0.052 0.065 -0.172
H 13.418 -27.452 -8.820 0.155 -0.248 -0.401
H 12.533 -26.941 -10.327 -0.048 -0.188 0.075
H 12.483 -26.007 -8.794 -0.087 0.081 -0.320
H 16.794 -24.374 -12.191 0.020 -0.068 0.434
H 15.399 -24.788 -12.860 -0.280 0.106 0.277
C 12.546 -27.487 -19.696 0.063 0.632 -0.510
C 11.200 -27.709 -20.365 0.225 -0.402 0.183
C 10.240 -26.583 -20.100 0.449 0.343 0.651
O 8.958 -26.943 -20.543 0.038 0.185 -0.359
C 8.041 -25.887 -20.431 -0.824 0.264 0.181
N 11.446 -27.876 -21.804 -0.505 -0.308 -0.084
H 13.187 -28.346 -19.891 0.051 -0.063 0.366
H 12.476 -27.254 -18.635 -0.038 -0.349 0.097
H 13.024 -26.627 -20.179 -0.047 -0.031 -0.023
H 10.735 -28.598 -19.911 0.014 -0.018 -0.111
H 10.578 -25.638 -20.551 -0.024 -0.129 -0.333
H 10.255 -26.390 -19.014 -0.231 -0.097 -0.016
H 7.629 -25.796 -19.416 0.261 -0.061 0.053
H 7.185 -26.079 -21.080 0.168 -0.147 -0.084
H 8.455 -24.911 -20.706 0.219 -0.110 -0.088
H 11.874 -28.786 -21.953 0.195 0.098 0.021
H 10.546 -27.964 -22.273 -0.017 0.143 0.031
C 15.220 -25.717 -22.495 0.761 -1.004 0.287
C 14.972 -25.567 -23.987 -0.748 0.035 -0.002
C 13.505 -25.852 -24.313 0.191 -0.822 -0.918
O 12.678 -24.853 -23.797 0.043 0.368 0.148
C 11.301 -25.090 -23.965 -0.654 -0.060 0.199
N 15.424 -24.273 -24.472 0.406 0.128 0.091
H 14.798 -24.938 -21.862 -0.174 0.030 -0.120
H 16.290 -25.816 -22.273 -0.001 0.562 -0.201
H 14.868 -26.707 -22.180 -0.513 0.268 0.092
H 15.516 -26.373 -24.487 0.228 0.196 -0.095
H 13.238 -26.867 -23.982 -0.133 0.239 0.477
H 13.374 -25.909 -25.409 0.117 0.267 0.032
H 10.928 -25.681 -23.126 -0.045 -0.117 -0.112
H 11.037 -25.589 -24.905 0.374 -0.120 -0.001
H 10.762 -24.142 -23.980 0.224 0.120 0.162
H 15.483 -24.208 -25.480 -0.073 -0.201 -0.032
H 14.800 -23.537 -24.167 -0.055 -0.027 0.051
C 17.034 -24.301 -15.448 0.341 0.482 -0.810
C 15.624 -23.748 -15.425 -0.095 -1.232 1.170
C 15.112 -23.500 -16.821 -0.351 0.699 0.005
O 15.200 -24.711 -17.515 0.260 -0.748 -0.129
C 14.756 -24.649 -18.842 -0.051 0.675 -0.199
N 14.794 -24.743 -14.712 -0.624 0.298 -0.044
H 17.670 -23.665 -16.075 0.051 -0.039 0.084
H 16.988 -25.262 -15.963 0.227 -0.146 0.277
H 17.519 -24.393 -14.478 -0.326 -0.125 0.156
H 15.567 -22.868 -14.777 0.046 0.335 -0.428
H 15.689 -22.695 -17.309 0.022 -0.149 -0.106
H 14.058 -23.177 -16.776 0.057 0.034 -0.031
H 13.728 -24.267 -18.884 0.036 -0.002 -0.049
H 14.774 -25.627 -19.312 0.124 -0.145 0.291
H 15.419 -23.981 -19.412 -0.272 -0.024 -0.146
H 14.681 -25.616 -15.217 0.390 0.067 -0.242
H 13.850 -24.372 -14.636 -0.122 0.007 0.114
C 16.874 -27.497 -19.365 -0.451 0.647 -0.741
C 17.512 -28.791 -19.804 -0.068 -0.588 0.095
C 19.049 -28.777 -19.687 -0.134 -0.454 0.078
O 19.596 -27.484 -19.803 0.532 -0.019 -0.031
C 19.733 -27.100 -21.151 -0.275 -0.222 -0.405
N 16.968 -29.876 -18.957 -0.056 -0.299 -0.375
H 16.907 -27.368 -18.285 0.053 0.076 -0.048
H 15.840 -27.426 -19.724 -0.132 -0.508 0.413
H 17.303 -26.629 -19.866 0.414 -0.083 0.197
H 17.247 -29.009 -20.847 0.065 0.351 -0.083
H 19.463 -29.451 -20.451 0.076 0.169 -0.083
H 19.378 -29.208 -18.739 -0.246 0.319 0.210
H 18.769 -27.221 -21.661 0.069 0.256 -0.149
H 20.462 -27.711 -21.698 0.037 -0.100 0.218
H 20.058 -26.066 -21.208 -0.064 0.050 0.140
H 15.970 -29.939 -19.153 -0.057 0.168 0.246
H 17.310 -30.782 -19.271 0.277 0.100 0.035
C 11.469 -26.260 -15.584 -0.124 -0.260 0.284
C 11.237 -25.815 -14.136 0.804 -0.793 -0.279
C 10.800 -24.375 -14.089 0.086 0.574 -0.116
O 11.827 -23.583 -14.663 0.535 -0.352 -0.333
C 11.736 -22.185 -14.538 -0.922 0.098 0.478
N 10.251 -26.666 -13.488 -0.513 0.015 -0.052
H 11.671 -27.334 -15.623 -0.004 0.008 0.070
H 12.349 -25.754 -15.980 -0.149 0.116 -0.215
H 10.581 -26.077 -16.193 0.076 0.128 -0.069
H 12.221 -25.941 -13.652 -0.063 0.477 0.147
H 10.630 -24.051 -13.054 -0.194 -0.031 -0.046
H 9.899 -24.252 -14.702 -0.222 -0.057 0.323
H 11.699 -21.687 -15.510 0.472 -0.162 -0.095
H 12.556 -21.842 -13.906 0.053 0.266 -0.204
H 10.790 -21.884 -14.066 0.138 -0.125 0.184
H 10.610 -27.602 -13.359 0.014 -0.021 -0.113
H 9.982 -26.330 -12.571 0.109 0.112 -0.006
C 19.149 -22.273 -18.973 0.237 0.289 1.096
C 18.224 -23.412 -19.392 0.433 0.634 -0.030
C 18.481 -23.714 -20.876 -0.768 -0.208 0.757
O 18.211 -22.624 -21.718 0.408 0.172 0.013
C 16.863 -22.226 -21.787 -0.074 0.012 -0.153
N 18.453 -24.555 -18.518 -0.025 -0.617 -0.011
H 20.196 -22.592 -18.939 -0.046 -0.094 -0.452
H 18.962 -22.016 -17.922 -0.244 -0.012 -0.121
H 19.053 -21.352 -19.546 -0.024 -0.153 -0.263
H 17.204 -23.049 -19.252 -0.048 -0.181 -0.042
H 17.879 -24.587 -21.173 0.166 -0.010 -0.077
H 19.547 -23.939 -20.932 0.013 -0.040 -0.438
H 16.234 -23.021 -22.210 0.083 0.089 -0.021
H 16.851 -21.354 -22.440 -0.076 -0.128 -0.047
H 16.433 -21.914 -20.828 0.148 -0.047 0.097
H 18.911 -25.338 -18.978 0.228 0.192 -0.088
H 17.602 -24.961 -18.149 -0.156 0.298 -0.040
```
Positions in Å, forces in eV/Å.